Record 1
DFT (ωB97M-V with the def2-TZVPD basis set) results for one molecule with the formula C4H7NO.

Calculated values
energy above the lowest of the compared OMol25 structures with the same formula, charge and spin: 1.0381 eV
HOMO energy: -9.45 eV
electronic energy: -286.5935 Ha
F_max: 0.47 eV/Å
E_LUMO: 0.91 eV
orbital gap: 10.361 eV

Last column: Mulliken charge in e.
Cartesian coordinates (Å):
1 C -0.717 -0.984 -0.298  0.432
2 N 0.404 -0.239 0.010  0.063
3 H 2.469 -0.017 0.174  0.259
4 H -0.002 1.281 1.498  0.287
5 H 1.744 0.691 -1.290  0.310
6 H 1.914 -1.082 -1.144  0.347
7 C 1.704 -0.161 -0.597  -0.867
8 O -0.864 -1.970 -0.974  -0.610
9 C -0.351 0.884 0.541  -0.523
10 H -0.424 1.691 -0.201  0.255
11 H -1.770 -0.465 1.547  0.222
12 H -2.516 0.397 0.172  0.286
13 C -1.589 -0.026 0.563  -0.460

Atomic forces in eV per Å
C 0.0851 -0.0402 0.0413
N -0.0374 -0.0269 -0.1661
H -0.0692 -0.0568 -0.1570
H 0.0231 -0.0762 -0.0935
H 0.0639 -0.1555 0.0179
H -0.0644 0.0976 0.0743
C 0.1378 -0.0301 -0.0805
O -0.0348 0.3724 0.2897
C 0.0117 0.2467 0.1709
H -0.0552 -0.0023 0.2181
H -0.0302 0.0670 -0.1138
H 0.1390 -0.2828 -0.1817
C -0.1696 -0.1129 -0.0196

=====

Record 2
DFT (ωB97M-V with the def2-TZVPD basis set) results for one molecule with the formula C5H7N in a non-equilibrium geometry.

Calculated values
energy above the lowest of the compared OMol25 structures with the same formula, charge and spin: 6.9401 eV
HOMO energy (alpha / beta): -7.16 / -9.01 eV
electronic energy: -249.2182 Ha
F_max: 2.21 eV/Å
E_LUMO (alpha / beta): -0.33 / 0.49 eV
orbital gap (alpha / beta): 6.829 / 9.508 eV

Last column: Mulliken charge in e.
Cartesian coordinates (Å):
1 C -0.647 -0.657 0.648  0.324
2 H -1.244 2.997 1.234  0.402
3 N 0.185 -1.363 1.476  -0.648
4 C 1.122 0.110 -1.259  -0.838
5 H -0.274 -0.228 -1.653  0.330
6 C -0.899 0.781 0.864  -0.759
7 H -1.594 -1.177 0.463  0.320
8 H 0.336 -1.869 -1.012  0.363
9 C -1.071 1.961 1.044  0.130
10 H 2.023 -0.186 -1.793  0.280
11 H 0.904 -0.718 1.815  0.274
12 C 0.199 -0.823 -0.748  -0.479
13 H 0.960 1.171 -1.079  0.302

Atomic forces in eV per Å
C -0.2759 0.4355 -1.5751
H 0.0371 -0.1701 -0.0584
N 0.5369 -0.1830 0.8700
C 1.9349 1.0641 0.1671
H -0.8574 -0.8616 0.4834
C 0.0013 0.4639 0.2655
H 0.1357 0.1047 0.0920
H 0.0084 0.1541 0.1370
C 0.0454 -0.5607 -0.0473
H -0.1747 0.0448 0.1446
H 0.0278 -0.1361 -0.0333
C -1.4495 -0.1372 -0.4005
H 0.0300 -0.2184 -0.0451

=====

Record 3
DFT (ωB97M-V with the def2-TZVPD basis set) results for C18H38AgClN2O2 as an isolated structure in a non-equilibrium geometry.

Calculated values
HOMO energy: -8.33 eV
electronic energy: -1575.7035 Ha
F_max: 3.15 eV/Å
E_LUMO: 0.41 eV
orbital gap: 8.741 eV

Last column: Mulliken charge in e.
Cartesian coordinates (Å):
1 H 1.950 3.672 3.202  0.388
2 H 0.589 3.055 3.920  0.494
3 H 4.464 1.222 0.963  0.359
4 H -3.083 -0.496 -3.430  0.376
5 C 0.386 2.966 1.796  -0.701
6 C 3.968 1.541 1.882  -1.604
7 H 1.223 -1.375 -0.915  0.234
8 H -4.530 0.281 -1.338  0.464
9 H -3.932 -1.945 0.308  0.498
10 H -0.945 -0.459 -2.981  0.329
11 H -0.463 2.263 1.958  -0.062
12 H -0.954 -2.780 -3.759  0.250
13 H -3.525 0.173 0.042  0.397
14 H -4.455 -1.411 -2.822  0.582
15 Cl -1.872 0.093 2.977  -0.617
16 C -1.323 -3.616 -1.030  -1.302
17 C 0.771 -2.339 -0.775  -1.739
18 H 0.529 -3.384 -3.149  0.464
19 H -3.925 -3.051 -1.123  0.365
20 H 1.436 -3.047 -1.220  0.678
21 H -1.984 -4.077 -1.820  0.387
22 H 0.598 -2.406 0.314  0.231
23 H -3.000 -2.320 -3.343  0.296
24 C -2.874 -1.219 -1.422  1.488
25 C -0.153 -2.514 -3.031  -2.207
26 N 1.649 1.188 0.683  0.713
27 C 1.180 2.894 3.050  -0.912
28 H 2.836 3.414 -0.525  0.313
29 C 2.111 3.771 0.209  -1.706
30 H -0.281 3.517 -0.939  0.557
31 H 3.930 2.643 1.946  0.303
32 C -3.379 -1.402 -2.841  -2.006
33 C 2.514 0.955 1.909  1.562
34 H -2.970 1.024 -1.410  0.329
35 O -0.937 -0.083 -2.092  -0.348
36 C -2.213 -3.155 0.115  -0.241
37 H 3.385 -0.976 1.420  0.374
38 H 0.411 -1.608 -3.216  0.685
39 H 3.008 1.026 -0.817  0.313
40 C -3.502 0.153 -1.066  -1.930
41 H 1.648 -1.018 1.845  0.115
42 C -3.360 -2.342 -0.511  -1.325
43 H 2.682 4.009 1.100  0.324
44 H -2.642 -3.997 0.649  0.526
45 H 0.464 1.983 -1.446  0.375
46 C 0.081 2.558 -0.617  -1.797
47 N -1.356 -1.114 -1.293  1.203
48 Ag -0.724 -0.155 0.895  0.080
49 H -0.129 3.945 1.617  0.431
50 H 1.081 0.744 3.389  0.400
51 H 4.449 1.033 2.710  0.476
52 C 1.831 1.466 3.100  -1.432
53 C 1.126 2.610 0.524  1.393
54 H 2.563 1.474 3.945  0.386
55 H -0.533 -4.339 -0.844  0.423
56 H 2.809 -0.813 3.085  0.474
57 O 2.207 0.587 -0.485  -0.439
58 C 2.610 -0.559 2.044  -1.575
59 H -0.818 2.003 -0.272  0.135
60 H 1.579 4.578 -0.236  0.493
61 C -0.536 -2.412 -1.578  1.367
62 H -1.668 -2.431 0.753  -0.090

Atomic forces in eV per Å
H 0.0324 -0.1736 -0.6617
H -0.8528 -0.2818 0.6313
H 0.1966 0.1868 -0.0164
H -0.2381 -0.8225 0.1622
C -1.9456 0.3322 -0.0714
C -1.4211 -0.1826 -0.9270
H 0.3042 0.6136 -0.2138
H -0.6082 -0.4083 -0.5222
H -0.6423 0.1444 0.1854
H -0.0642 0.4494 -0.4203
H 0.4493 0.2443 -0.2947
H 0.3118 0.8532 0.5617
H 0.1592 0.4717 -0.3212
H -0.3570 -0.1892 -0.0329
Cl 0.0483 -0.0537 -0.0320
C -0.4711 0.1165 -1.3349
C -1.0436 1.1970 0.1571
H -0.1357 0.6369 0.1807
H -0.3903 0.1901 0.2640
H 0.5784 -0.8135 0.3996
H 0.5826 0.4482 0.5631
H 0.1531 -0.5983 -0.4848
H -0.3596 0.5247 0.2369
C -0.0768 0.8627 -0.5777
C 0.0860 -1.4687 -0.5028
N 0.1793 1.1216 0.7542
C 1.9683 -0.6668 0.0489
H 0.1296 0.1305 -0.2133
C 0.8972 -2.3721 0.1382
H 0.1249 0.5571 -0.0712
H 0.4126 -0.6538 0.2310
C 1.3836 -0.1406 -1.3278
C 1.0591 -0.3493 -1.9762
H 0.4370 0.0589 -0.3045
O 0.8266 0.6713 -0.9329
C 0.2308 0.5861 -0.4699
H 0.1166 -0.2660 -0.2842
H 0.2093 -0.0505 -0.9048
H -0.0518 0.4346 0.5404
C 0.7290 -0.5172 2.6685
H -0.1396 -0.0664 -0.2920
C 0.6582 -0.7609 -0.0240
H -0.1160 0.5651 -0.0246
H 0.1764 0.0836 0.3872
H 0.1493 0.0830 -0.4103
C -0.2296 -1.1977 0.7616
N -0.7986 -1.3600 1.1194
Ag 0.0529 0.0349 -0.2010
H 0.5948 -0.5044 0.2243
H -0.6059 -0.0408 0.0994
H 0.4010 0.4304 0.2020
C -0.8466 1.5636 2.5998
C -0.5208 0.1063 -1.0918
H -0.4106 -0.1553 -0.5797
H -0.2613 -0.3904 0.5784
H 0.3297 0.0226 0.0482
O -0.2205 0.2562 0.1242
C 0.0498 -0.0373 0.5940
H 0.3769 0.2141 -0.0764
H -0.3361 0.8098 0.0267
C -1.0540 0.4926 0.8546
H -0.1969 -0.9719 0.2555

=====

Record 4
DFT (ωB97M-V with the def2-TZVPD basis set) results for C12H14CuF6I2N2O4S2 as an isolated structure in a non-equilibrium geometry.

Calculated values
charge: -1
energy above the lowest of the compared OMol25 structures with the same formula, charge and spin: 0.0000 eV
HOMO energy: -4.91 eV
electronic energy: -4507.6039 Ha
F_max: 1.01 eV/Å
E_LUMO: 1.75 eV
orbital gap: 6.661 eV

Last column: Mulliken charge in e.
Cartesian coordinates (Å):
1 S -2.545 -0.273 -2.401  0.712
2 H 1.520 -2.694 3.541  0.360
3 H 2.271 -0.346 3.650  0.296
4 H 0.001 1.208 3.890  0.301
5 C 0.285 -1.544 0.604  0.056
6 F -4.071 0.835 -0.582  -0.234
7 C 1.930 1.625 1.882  -1.053
8 H 1.531 1.884 4.490  0.287
9 C -0.950 -3.993 -3.247  0.645
10 H 0.094 2.912 4.397  0.390
11 F -2.110 -4.565 -2.900  -0.246
12 H -0.697 2.123 1.400  0.182
13 I 2.899 0.490 -2.643  0.086
14 F -0.465 -4.640 -4.316  -0.228
15 H 3.137 3.156 -2.929  0.503
16 F -4.390 -1.296 -0.830  -0.241
17 O -3.539 0.114 -3.351  -0.635
18 H 2.882 1.636 2.426  0.537
19 F -2.655 -0.569 0.247  -0.194
20 I 0.563 3.199 -2.116  0.057
21 H -0.304 -1.905 -0.222  0.404
22 C -3.460 -0.337 -0.784  0.589
23 N -2.090 -1.772 -2.466  -0.223
24 C 0.638 2.104 3.902  -0.988
25 C 2.652 2.553 -2.173  -0.949
26 O -1.998 -2.342 -4.944  -0.644
27 O -1.512 0.734 -2.185  -0.596
28 C 1.287 -2.007 2.735  -0.515
29 H 3.057 2.738 -1.186  0.326
30 F -0.087 -4.146 -2.248  -0.213
31 H -0.752 3.601 2.392  0.323
32 O 0.052 -1.605 -3.816  -0.600
33 C 1.713 -0.691 2.784  -0.606
34 Cu 0.120 0.823 -0.987  0.137
35 H 0.219 -3.461 1.567  0.418
36 H 0.249 3.553 0.933  0.098
37 C 0.564 -2.434 1.632  -0.900
38 S -1.238 -2.221 -3.738  0.935
39 C 0.727 -0.209 0.599  -0.485
40 C -0.105 2.966 1.784  -0.669
41 H 2.098 2.041 0.884  -0.279
42 N 1.036 2.559 2.585  0.074
43 C 1.444 0.195 1.740  1.783

Atomic forces in eV per Å
S -0.7413 0.0341 0.5466
H -0.0079 0.0316 0.0115
H 0.0332 0.0013 -0.0263
H 0.0063 -0.0188 0.0162
C 0.1731 0.0228 0.1947
F 0.0591 -0.0248 -0.1051
C -0.0433 0.0168 0.1819
H -0.0240 -0.0520 0.0348
C -0.2802 0.0648 -0.0708
H -0.0052 -0.0351 0.0307
F 0.1923 -0.0182 -0.0397
H -0.0334 0.0068 0.0357
I -0.0848 0.4026 -0.0195
F -0.0211 0.0672 0.1093
H 0.0062 -0.0277 -0.0149
F 0.0348 0.1239 0.0598
O -0.1317 0.0610 -0.2792
H 0.0014 -0.0063 -0.0370
F -0.0419 -0.0156 -0.0974
I 0.9335 -0.0272 -0.2510
H -0.1125 -0.1425 -0.2833
C 0.1157 -0.2479 -0.0717
N 0.4234 0.4891 -0.2040
C 0.0693 0.0921 -0.1037
C -0.4829 0.0099 -0.0399
O -0.1918 0.0456 -0.0860
O -0.1450 -0.2856 -0.2513
C 0.0125 -0.0967 0.0407
H -0.0407 -0.0275 0.0207
F -0.0252 0.1652 0.0507
H -0.0115 0.0154 -0.0295
O 0.2294 0.0460 0.1033
C 0.0715 0.0342 0.0054
Cu 0.1930 -0.4887 0.8570
H -0.0144 0.0140 0.0151
H -0.0678 -0.0554 0.0015
C -0.0221 -0.0345 -0.0397
S 0.0829 -0.5066 0.0544
C -0.1883 0.1845 -0.1938
C 0.0696 -0.0178 0.0584
H 0.0307 -0.0151 0.0033
N -0.0145 0.0413 -0.0299
C -0.0064 0.1740 -0.1583

=====

Record 5
DFT (ωB97M-V with the def2-TZVPD basis set) results for a 2-piece molecular cluster, CH4N2O2S overall in a non-equilibrium geometry.

Calculated values
energy above the lowest of the compared OMol25 structures with the same formula, charge and spin: 3.9824 eV
HOMO energy: -9.86 eV
electronic energy: -698.5290 Ha
F_max: 4.54 eV/Å
E_LUMO: -0.91 eV
orbital gap: 8.949 eV

Last column: Mulliken charge in e.
Cartesian coordinates (Å):
1 S 0.487 -2.236 -0.684  -0.301
2 H 0.647 -3.503 -0.296  0.141
3 N 0.955 2.373 0.897  -0.545
4 C 0.790 1.387 0.115  0.164
5 H 1.527 1.155 -0.620  0.374
6 O -2.219 -0.112 0.082  -0.287
7 N -1.404 0.699 0.518  0.088
8 H 0.088 2.498 1.393  0.295
9 O -0.254 0.665 -0.159  -0.085
10 H -0.617 -2.927 -1.247  0.154

Atomic forces in eV per Å
S -1.7223 -1.7002 -0.7585
H 0.9330 -0.0821 0.5379
N -0.2641 -1.2074 -0.5410
C 2.4364 3.6405 0.9582
H 0.8110 -0.4266 -0.1994
O 3.2730 2.7827 1.0869
N -3.8483 -1.7726 0.4038
H -0.3799 0.4043 0.6753
O -2.0927 -3.2333 -2.3996
H 0.8539 1.5947 0.2365